# 1
{"formula": "C37H54N3NiOP2", "method": "the ωB97M-V functional and the def2-TZVPD basis", "elements": ["C", "C", "C", "C", "C", "H", "H", "H", "N", "P", "P", "C", "H", "H", "C", "O", "C", "H", "C", "C", "C", "C", "C", "H", "H", "H", "C", "H", "H", "H", "C", "H", "H", "H", "C", "H", "H", "H", "C", "H", "H", "H", "C", "H", "H", "H", "C", "H", "H", "H", "C", "H", "H", "H", "C", "H", "H", "H", "C", "H", "H", "H", "C", "H", "H", "H", "C", "H", "H", "H", "Ni", "N", "C", "C", "C", "C", "C", "H", "C", "H", "C", "H", "H", "H", "C", "C", "C", "C", "N", "C", "C", "H", "H", "H", "H", "H", "H", "H"], "xyz": [[-1.86537, -1.96083, -1.59718], [0.26875, -2.16434, -2.50496], [-2.32104, -2.95233, -2.47292], [-0.21661, -2.92206, -3.61602], [-1.50629, -3.40720, -3.51334], [-3.35872, -3.24048, -2.33802], [0.51504, -3.29186, -4.34898], [-1.91550, -4.12720, -4.21206], [-0.57994, -1.57760, -1.57186], [-2.42134, 0.34076, -0.02695], [2.25296, -1.12359, -0.88141], [-2.88941, -1.32739, -0.64143], [-3.84838, -1.29483, -1.18206], [-3.05374, -2.02316, 0.19910], [-0.17584, 1.49191, 1.42108], [0.37986, 2.43439, 1.79499], [1.68296, -1.99829, -2.35730], [2.29506, -2.12782, -3.23787], [3.68921, 0.36544, -1.02256], [3.09340, -2.79021, -0.39186], [-3.26878, 1.44720, -1.35474], [-3.39149, 0.48984, 1.62262], [3.26401, 1.71745, -0.43630], [2.98117, 1.65061, 0.62377], [4.12339, 2.41729, -0.46890], [2.43544, 2.17726, -0.98093], [4.90784, -0.03481, -0.19184], [4.64216, -0.13523, 0.86874], [5.38333, -0.95781, -0.52596], [5.67372, 0.75575, -0.24164], [3.97792, 0.51940, -2.51867], [4.69800, 1.33562, -2.69777], [4.39799, -0.39893, -2.94542], [3.06228, 0.77532, -3.06900], [3.62374, -2.73398, 1.04165], [2.92422, -2.20256, 1.70121], [3.70283, -3.76942, 1.39763], [4.61974, -2.28688, 1.11619], [2.03978, -3.91105, -0.45808], [1.20986, -3.69620, 0.22539], [1.62256, -4.04650, -1.46433], [2.49532, -4.87155, -0.18141], [4.17856, -2.99837, -1.46994], [4.19379, -2.22397, -2.24967], [5.18897, -3.04954, -1.05626], [3.98864, -3.93925, -1.99848], [-3.23608, 1.93450, 2.12597], [-3.57707, 1.97934, 3.17175], [-2.18787, 2.26529, 2.11585], [-3.83842, 2.64814, 1.55029], [-2.77018, -0.45299, 2.66041], [-2.88107, -1.50580, 2.37081], [-1.71095, -0.24321, 2.83540], [-3.30016, -0.32042, 3.61877], [-4.87638, 0.10805, 1.52251], [-5.25994, -0.02747, 2.54534], [-5.49226, 0.88763, 1.06783], [-5.03359, -0.83618, 0.98629], [-2.86750, 1.05001, -2.78683], [-3.39164, 1.73979, -3.47224], [-1.79965, 1.16622, -2.97117], [-3.16306, 0.02669, -3.04892], [-2.78877, 2.88064, -1.07548], [-1.69450, 2.93757, -1.06321], [-3.15514, 3.53138, -1.88520], [-3.17706, 3.28907, -0.13450], [-4.80471, 1.36813, -1.33892], [-5.17007, 0.33375, -1.37822], [-5.26104, 1.89468, -0.49527], [-5.17459, 1.86350, -2.24976], [0.03759, -0.01468, 0.00946], [0.17736, 1.39414, -1.40730], [0.22524, 1.97670, -2.45548], [0.66054, 2.31004, -3.82743], [0.74311, 3.62422, -4.34845], [1.00467, 1.24736, -4.67695], [0.92572, 3.83099, -5.74181], [0.60060, 4.52993, -3.73963], [1.19381, 1.42937, -6.07014], [1.09975, 0.21887, -4.31023], [1.12971, 2.72490, -6.61550], [0.86500, 4.83943, -6.19933], [1.37831, 0.54253, -6.72589], [1.25282, 2.86082, -7.72426], [0.60607, -3.58905, 5.20757], [0.52922, -2.73711, 3.98384], [1.12156, -1.47434, 3.92956], [1.01014, -0.71427, 2.77309], [0.30401, -1.13956, 1.68535], [-0.27118, -2.37659, 1.74399], [-0.13206, -3.20139, 2.84909], [1.63457, -3.91304, 5.41925], [0.23800, -3.05364, 6.09258], [-0.00869, -4.48387, 5.06359], [1.68763, -1.07127, 4.76985], [1.50502, 0.25624, 2.70138], [-0.87337, -2.68579, 0.88635], [-0.56218, -4.20229, 2.81558]], "atomic_forces_ev_per_a": [[-0.30, -0.74, -0.44], [2.60, 1.48, 0.00], [-0.67, 1.08, 1.02], [-0.80, -0.94, 0.58], [0.77, 0.21, -0.25], [0.12, -0.19, -0.38], [-0.54, 0.29, 0.31], [0.13, 0.08, -0.12], [-0.40, 0.05, 0.24], [-1.30, -0.70, -0.51], [0.27, -0.05, -0.24], [0.11, -0.71, -0.30], [0.25, 0.06, 0.27], [0.11, 0.32, -0.09], [3.34, 3.87, 1.27], [-2.15, -2.60, -0.92], [-2.25, 2.74, -0.65], [0.13, -0.35, 0.08], [-0.41, -1.03, -0.22], [0.17, 1.12, 0.54], [0.07, 0.03, 0.45], [0.05, 0.18, -0.42], [-0.43, 0.10, 0.02], [-0.02, -0.13, -0.18], [-0.34, -0.38, -0.14], [0.16, -0.04, 0.10], [0.36, -0.12, -0.08], [0.03, -0.01, -0.25], [-0.09, 0.09, 0.05], [-0.22, -0.12, -0.10], [0.23, 0.18, 0.05], [-0.11, -0.21, 0.11], [-0.10, 0.26, 0.01], [0.22, -0.14, 0.14], [0.31, -0.59, 0.15], [0.22, -0.13, -0.08], [0.12, 0.20, 0.22], [-0.31, -0.02, 0.04], [-0.12, -0.14, -0.19], [0.14, -0.18, -0.07], [0.23, 0.09, 0.48], [0.07, 0.25, 0.22], [0.25, -0.47, -0.25], [0.02, -0.30, 0.39], [-0.12, -0.06, 0.12], [0.13, 0.09, 0.07], [-0.22, 0.00, 0.28], [0.06, 0.04, -0.25], [-0.43, 0.02, 0.03], [0.17, -0.24, 0.20], [0.14, -0.08, 0.06], [0.07, 0.20, 0.08], [-0.14, -0.06, 0.00], [0.15, -0.01, -0.33], [-0.22, 0.11, 0.21], [0.09, -0.02, -0.23], [0.19, -0.29, 0.09], [0.03, 0.21, 0.10], [0.19, 0.03, -0.05], [0.18, -0.28, 0.23], [-0.24, -0.24, -0.02], [0.07, 0.18, 0.08], [-0.24, 0.29, -0.28], [-0.33, 0.08, 0.06], [0.13, -0.07, 0.20], [0.14, -0.14, -0.33], [-0.11, 0.25, -0.07], [0.04, 0.27, 0.11], [0.16, -0.16, -0.18], [0.10, -0.10, 0.23], [-0.40, -1.50, -1.11], [0.08, 3.13, -5.24], [1.74, -2.95, 3.46], [0.02, 0.68, -0.14], [-0.59, 0.52, -0.97], [-0.29, -0.83, -1.00], [0.10, -0.79, -0.06], [-0.10, -0.72, -0.09], [0.12, 0.31, 0.36], [-0.32, 0.40, 0.19], [-0.06, 0.04, 0.23], [0.19, -0.71, 0.69], [-0.12, 0.94, 0.79], [-0.20, 0.00, 1.35], [-0.05, -0.34, 0.29], [0.14, -0.06, -0.10], [0.01, 0.33, -0.36], [-0.45, -0.77, -0.53], [-0.35, -1.33, 1.09], [0.60, 0.97, 0.23], [-0.12, 0.19, -0.21], [-0.22, 0.14, -0.10], [0.10, -0.09, -0.22], [0.16, 0.14, 0.17], [-0.19, -0.16, -0.17], [-0.15, -0.34, -0.03], [0.40, 0.15, 0.13], [0.03, 0.28, 0.11]], "s2": 2.02, "lumo_ha": [-0.099, -0.117], "de_lowest_kcal_mol": 72.69, "e_tot_ev": -105376.4222, "charge": 1, "spin_multiplicity": 3}

=====

# 2
{"formula": "C4H3NS", "method": "the ωB97M-V functional and the def2-TZVPD basis", "elements": ["C", "C", "C", "C", "N", "S", "H", "H", "H"], "xyz": [[2.28353, 1.24621, 0.15754], [1.38997, 0.31794, 0.03414], [-0.09703, 0.46910, -0.03052], [-0.46904, -0.98841, 0.05273], [-0.70449, 1.54278, -0.17192], [1.30039, -1.46649, -0.07145], [-0.89465, -1.26979, 1.01650], [-1.09264, -1.37345, -0.75352], [-1.71605, 1.52211, -0.23349]], "atomic_forces_ev_per_a": [[0.49, 0.26, 0.07], [-0.15, -0.61, -0.10], [0.01, 0.00, -0.03], [-0.32, -0.49, 0.07], [-0.17, 0.98, -0.08], [0.18, 0.17, 0.06], [0.00, 0.05, -0.04], [0.04, 0.12, 0.00], [-0.09, -0.47, 0.05]], "lumo_ha": -0.043, "de_lowest_kcal_mol": 80.55, "e_tot_ev": -16516.7569, "charge": 0, "spin_multiplicity": 1}

=====

- The highest charge belongs to which entry?
  C37H54N3NiOP2